1.
{"formula": "C4H7NO2", "method": "ωB97M-V/def2-TZVPD", "homo_energy_ha": -0.35669, "multiplicity": 1, "smiles": "C[C@@H]1OCC=NO1", "e_tot_ev": -9841.7641, "relative_energy_kcal_mol": 127.2, "elements": ["C", "C", "C", "C", "H", "H", "H", "H", "H", "H", "H", "N", "O", "O"], "coordinates": [[1.83150, -0.14505, 0.77467], [0.87728, -0.27769, -0.46051], [-0.47268, 1.36216, 0.15728], [-1.57262, 0.18378, 0.34972], [0.96971, 0.25101, 1.44743], [2.54459, 0.53468, 0.29993], [2.24259, -1.03251, 1.00180], [1.58312, -0.84785, -1.23013], [0.20249, 1.96451, 0.88075], [-1.28599, 2.18899, -0.15750], [-2.51212, 0.39042, 0.70759], [-1.38032, -1.04854, 0.14907], [0.35360, 0.98263, -0.79727], [-0.11147, -1.33871, -0.31778]], "forces_ev_per_angstrom": [[-5.01, 3.64, -1.78], [2.56, -3.17, -0.79], [-4.88, 2.77, 1.78], [3.28, 0.93, 1.21], [2.87, -0.47, 0.21], [0.10, 0.42, 1.15], [1.24, -3.03, 1.14], [-1.87, 2.10, 0.52], [-1.91, -1.47, 0.38], [2.20, -1.35, -0.13], [-2.08, 0.88, 0.76], [0.82, 0.61, -0.67], [2.18, -2.06, -3.70], [0.50, 0.21, -0.06]]}

2.
{"formula": "C18H19CoN3S3", "method": "ωB97M-V/def2-TZVPD", "homo_energy_ha": [-0.41799, -0.41987], "multiplicity": 5, "total_charge": 1, "e_tot_ev": -93570.5143, "s_squared": 6.012, "elements": ["Co", "S", "C", "N", "C", "C", "C", "C", "C", "C", "S", "H", "H", "H", "H", "C", "C", "C", "C", "H", "H", "H", "H", "H", "H", "H", "H", "H", "N", "C", "N", "C", "C", "C", "C", "C", "C", "S", "H", "H", "H", "H", "H", "H"], "coordinates": [[-0.12055, -0.21553, 0.37066], [0.62592, 0.00223, 2.53819], [0.86548, 1.49048, 1.68693], [0.24177, 1.81053, 0.52308], [0.88496, 2.88401, -0.14042], [0.43132, 3.63481, -1.17380], [0.97238, 4.87559, -1.49683], [2.18202, 5.24010, -0.92143], [2.70615, 4.50212, 0.12462], [2.00495, 3.39098, 0.56039], [2.21812, 2.56169, 2.09219], [-0.41797, 3.24305, -1.76607], [0.38255, 5.56593, -2.03169], [2.68921, 6.09732, -1.28921], [3.52279, 4.92599, 0.69129], [3.08605, -0.36373, -0.13270], [2.27005, -1.60838, -0.59959], [2.54281, -2.87505, 0.27709], [0.79088, -1.51204, -0.86255], [4.10109, -0.42448, -0.55216], [3.04301, -0.23769, 0.98037], [2.69738, 0.57477, -0.52373], [2.75509, -1.92301, -1.53272], [1.79950, -2.92593, 1.09512], [3.50060, -2.84155, 0.80432], [2.37108, -3.75837, -0.36563], [0.21581, -2.41461, -0.55915], [0.43422, -1.24793, -1.88050], [-2.84762, 1.67572, -0.40111], [-2.93110, 0.33475, -0.33204], [-2.06197, -0.38322, 0.37108], [-2.46281, -1.71056, 0.44215], [-1.96919, -2.72777, 1.25277], [-2.60704, -3.99010, 1.30362], [-3.69366, -4.23616, 0.49146], [-4.17576, -3.24538, -0.40959], [-3.60943, -2.00982, -0.37763], [-4.17179, -0.51966, -1.08213], [-2.13955, 2.15454, 0.16406], [-3.61654, 2.17579, -0.82558], [-1.10248, -2.57225, 1.91573], [-2.23408, -4.72281, 2.02317], [-4.20704, -5.18319, 0.63207], [-4.96660, -3.49121, -1.08410]], "forces_ev_per_angstrom": [[-0.34, 0.28, 0.10], [-0.38, 0.50, -0.49], [1.07, 1.35, -0.58], [1.11, -0.91, 0.85], [1.20, -0.13, 2.13], [-2.03, 0.15, -1.94], [0.53, -1.28, 0.97], [-0.42, -0.37, -0.02], [-0.21, 0.34, 0.23], [-0.21, -0.31, 0.55], [-0.74, -0.56, -0.67], [0.24, 0.49, 0.55], [-0.17, 0.47, -1.26], [0.29, 0.79, 0.06], [0.24, -0.30, -0.04], [-0.61, 0.02, 0.42], [1.26, -1.09, 0.12], [-1.04, 0.57, 0.42], [-0.01, -0.64, -0.70], [-0.21, -0.14, 0.66], [0.44, -0.38, -0.92], [-0.28, 0.10, -0.30], [-0.32, 0.47, -0.36], [0.15, 0.02, -0.25], [0.09, -0.24, -0.59], [0.50, 0.24, 0.56], [0.26, 0.47, 0.15], [0.37, 0.39, 0.52], [0.14, -0.18, -0.04], [1.16, 0.96, 0.99], [-0.49, 0.05, -0.24], [-1.54, -1.55, -0.44], [0.51, -0.26, 0.46], [0.51, 1.18, -0.04], [-0.35, 0.32, -0.34], [0.28, -1.51, 0.94], [1.45, 0.85, 0.99], [-1.05, -0.52, -0.82], [-0.52, -0.25, -0.40], [0.37, 0.15, 0.16], [-0.48, 0.14, -0.37], [-0.22, 0.18, -0.36], [-0.01, 0.13, -0.49], [-0.56, 0.02, -0.14]]}

3.
{"formula": "NO4S", "method": "ωB97M-V/def2-TZVPD", "homo_energy_ha": [-0.16009, -0.18556], "multiplicity": 1, "total_charge": -1, "e_tot_ev": -20510.8896, "relative_energy_kcal_mol": 90.3, "elements": ["N", "O", "O", "O", "O", "S"], "coordinates": [[0.41919, 0.10945, -0.65978], [1.62392, 1.50104, -0.59605], [-0.96017, 0.83698, 1.58059], [0.75887, -0.76272, -1.39717], [-0.83520, -1.51413, 0.95694], [-0.10245, -0.26496, 1.17529]], "forces_ev_per_angstrom": [[5.07, 2.47, -2.66], [-3.29, -3.40, -0.20], [0.34, -0.01, -0.23], [-1.16, 1.48, 1.34], [0.35, 0.13, 0.09], [-1.31, -0.68, 1.65]]}

4.
{"formula": "C6H14N3", "method": "ωB97M-V/def2-TZVPD", "homo_energy_ha": -0.47925, "multiplicity": 1, "total_charge": 1, "smiles": "CC1=[NH+]NC(C)(C)NC1", "e_tot_ev": -10910.3369, "relative_energy_kcal_mol": 64.5, "elements": ["C", "C", "C", "C", "C", "C", "N", "N", "N", "H", "H", "H", "H", "H", "H", "H", "H", "H", "H", "H", "H", "H", "H"], "coordinates": [[-0.17231, 0.37134, -1.55274], [1.17484, -0.00848, -1.05976], [-0.83228, 0.25616, 0.95839], [2.04591, -0.53759, -2.04757], [-0.99847, -1.17885, 0.89703], [-1.69836, 1.01654, 2.01059], [-1.08268, 0.77806, -0.49942], [0.54998, 0.75633, 1.10468], [1.47782, 0.38287, 0.13319], [0.25467, 1.10632, -2.28425], [-0.54701, -0.45242, -2.03401], [3.13048, -0.32770, -1.75372], [1.89581, -0.05767, -3.02207], [1.85395, -1.58527, -2.23830], [-0.72738, -1.82357, 0.02144], [-2.01021, -1.45473, 1.31257], [-0.26568, -1.61874, 1.67746], [-1.31397, 0.45046, 2.82880], [-2.68095, 0.74585, 1.76227], [-1.40592, 2.05403, 2.15470], [-2.01879, 0.47546, -0.75438], [2.45688, 0.16907, 0.44408], [0.91366, 0.48253, 1.94102]], "forces_ev_per_angstrom": [[1.24, 0.86, 2.34], [-2.27, 1.62, 1.27], [0.87, 4.06, -4.75], [3.55, 0.24, -0.79], [0.70, -4.22, 3.02], [2.92, -1.39, -1.32], [-1.06, 0.86, 0.75], [-0.62, 0.96, -1.70], [1.30, -2.11, -0.18], [-1.47, 0.30, 0.32], [-0.87, -1.92, -1.96], [-1.24, -0.75, -0.53], [-0.07, 0.07, 0.27], [0.16, -0.41, 0.28], [-0.56, 1.23, 0.24], [0.93, 0.06, -0.81], [-1.20, 0.36, -0.72], [-0.60, -0.19, 1.61], [-1.56, 0.24, 0.20], [-0.43, -0.04, -0.50], [0.11, 0.29, -0.03], [-1.22, 0.59, 0.00], [1.39, -0.72, 2.96]]}